(1)
C16H18F12MgN2O17S4 | the ωB97M-V functional and the def2-TZVPD basis

Molar mass = 890.9 g/mol
LUMO level = -5.630 eV
Energy relative to the best compared isomer or geometry (same formula, charge and spin) = 590.7 kJ/mol

Structure (XYZ):
```
70
C16H18F12MgN2O17S4 | the OMol25 dataset | the ωB97M-V functional and the def2-TZVPD basis
Mg -1.828 -1.917 0.216
C 1.001 -3.039 4.031
F 0.225 -4.013 3.704
F 1.363 -3.149 5.321
F 2.077 -3.024 3.207
S 0.134 -1.321 3.782
O -1.262 -1.489 3.796
O 0.591 -0.391 4.801
N 0.337 -0.856 2.084
S 1.876 -0.338 1.897
O 2.649 -0.196 3.105
O 2.517 -1.099 0.805
C 1.711 1.432 1.344
F 0.794 1.466 0.340
F 1.271 2.188 2.409
F 2.986 1.941 0.960
C -3.772 -2.326 -4.235
F -4.214 -1.793 -5.342
F -4.443 -1.921 -3.184
F -3.797 -3.621 -4.231
S -1.873 -1.868 -3.825
O -1.162 -1.730 -5.056
O -1.853 -0.537 -3.205
N -1.432 -2.965 -2.486
S -0.407 -3.809 -3.437
O -1.046 -4.581 -4.532
O 0.848 -3.132 -3.789
C 0.067 -5.093 -2.024
F 1.177 -5.722 -2.390
F 0.296 -4.416 -0.915
F -1.036 -5.886 -1.659
C -0.853 4.172 -6.207
C -1.511 4.978 -5.145
C -0.778 5.023 -3.822
O -0.578 6.357 -3.619
C -1.333 7.093 -4.473
O -1.446 8.316 -4.404
O -1.859 6.297 -5.495
H 0.027 4.747 -6.498
H -1.493 4.271 -7.084
H -0.678 3.105 -6.068
H -2.522 4.579 -5.059
H 0.192 4.525 -3.844
H -1.478 4.699 -3.051
C 7.029 -4.075 1.200
C 6.972 -3.836 2.626
C 8.221 -4.098 3.590
O 8.372 -2.878 4.263
C 7.355 -1.950 3.882
O 7.253 -0.835 4.320
O 6.609 -2.495 2.822
H 7.841 -3.569 0.676
H 6.090 -3.707 0.788
H 7.152 -5.104 0.860
H 6.181 -4.445 3.064
H 9.118 -4.324 3.015
H 7.960 -4.861 4.325
C -6.124 3.424 4.534
C -6.487 2.965 3.041
C -5.727 3.967 1.898
O -4.955 3.065 1.192
C -5.058 1.925 1.580
O -4.369 1.022 1.151
O -5.795 1.870 2.693
H -6.678 4.293 4.889
H -5.107 3.810 4.604
H -6.096 2.694 5.343
H -7.569 2.990 2.909
H -5.133 4.630 2.526
H -6.540 4.566 1.488
```

---

(2)
C16H18N2O2 | the ωB97M-V functional and the def2-TZVPD basis

Molar mass = 270.3 g/mol
SMILES = CCOc1ccc(CNC(=O)Nc2ccccc2)cc1
LUMO level = 0.667 eV
Energy relative to the best compared isomer or geometry (same formula, charge and spin) = 45.3 kJ/mol

Structure (XYZ):
```
38
C16H18N2O2 | the OMol25 dataset | the ωB97M-V functional and the def2-TZVPD basis
C 1.475 5.134 0.842
C 1.666 4.157 -0.314
O 2.212 2.921 0.102
C 1.429 2.005 0.726
C 0.057 2.110 0.932
C -0.628 1.085 1.562
C 0.025 -0.055 2.005
C -0.729 -1.171 2.693
N -0.318 -2.485 2.243
C -0.481 -3.023 0.993
O -0.280 -4.204 0.803
N -0.858 -2.113 0.038
C -1.039 -2.318 -1.328
C -1.206 -1.190 -2.131
C -1.413 -1.325 -3.490
C -1.455 -2.583 -4.067
C -1.287 -3.704 -3.271
C -1.082 -3.582 -1.909
C 1.399 -0.155 1.800
C 2.089 0.855 1.168
H 1.105 6.083 0.463
H 2.425 5.300 1.344
H 0.766 4.745 1.570
H 2.404 4.555 -1.016
H 0.725 4.003 -0.857
H -0.496 2.976 0.604
H -1.695 1.182 1.710
H -0.535 -1.123 3.768
H -1.810 -1.029 2.544
H -0.095 -3.174 2.943
H -0.854 -1.142 0.317
H -1.169 -0.207 -1.681
H -1.541 -0.443 -4.101
H -1.616 -2.688 -5.130
H -1.318 -4.688 -3.714
H -0.945 -4.452 -1.291
H 1.921 -1.039 2.131
H 3.152 0.782 1.000
```

---

(3)
C16H18N4O3S | the ωB97M-V functional and the def2-TZVPD basis

Molar mass = 346.4 g/mol
SMILES = Cc1cc(-c2nnc(CCC(=O)N(C)[C@H](C)c3cccs3)o2)no1
LUMO level = 0.583 eV
Energy relative to the best compared isomer or geometry (same formula, charge and spin) = 282.4 kJ/mol

Structure (XYZ):
```
42
C16H18N4O3S | the OMol25 dataset | the ωB97M-V functional and the def2-TZVPD basis
C -8.508 -0.950 1.084
C -7.119 -0.699 0.633
C -6.237 0.312 0.881
C -5.088 -0.058 0.133
C -3.857 0.677 0.049
N -3.584 1.776 0.688
N -2.342 2.137 0.333
C -1.907 1.251 -0.506
C -0.579 1.195 -1.154
C 0.376 0.318 -0.336
C 1.738 0.261 -1.013
O 1.971 0.863 -2.044
N 2.665 -0.508 -0.396
C 2.418 -1.210 0.840
C 3.998 -0.607 -0.996
C 4.297 -2.033 -1.450
C 5.026 -0.061 -0.057
C 5.284 1.252 0.194
C 6.289 1.446 1.168
C 6.781 0.278 1.647
S 6.028 -1.085 0.923
O -2.825 0.287 -0.730
N -5.291 -1.194 -0.495
O -6.540 -1.592 -0.190
H -8.793 -0.209 1.825
H -9.192 -0.894 0.238
H -8.587 -1.947 1.514
H -6.352 1.185 1.485
H -0.174 2.204 -1.224
H -0.678 0.782 -2.158
H 0.484 0.735 0.667
H -0.027 -0.693 -0.247
H 1.663 -1.990 0.711
H 3.342 -1.678 1.172
H 2.085 -0.527 1.625
H 3.950 0.048 -1.876
H 3.522 -2.372 -2.133
H 4.346 -2.716 -0.605
H 5.253 -2.057 -1.966
H 4.772 2.053 -0.309
H 6.629 2.414 1.490
H 7.545 0.123 2.383
```

---

(4)
C16H18N4O4S2 | the ωB97M-V functional and the def2-TZVPD basis

Molar mass = 394.5 g/mol
SMILES = CC(C)CC(=O)Nc1nnc(SCC(=O)Nc2ccc3c(c2)OCO3)s1
LUMO level = 0.497 eV
Energy relative to the best compared isomer or geometry (same formula, charge and spin) = 143.3 kJ/mol

Structure (XYZ):
```
44
C16H18N4O4S2 | the OMol25 dataset | the ωB97M-V functional and the def2-TZVPD basis
C 4.445 -1.591 -0.144
C 4.245 -1.739 1.361
C 5.587 -1.714 2.088
C 3.509 -3.055 1.677
C 2.126 -3.066 1.084
O 1.784 -3.712 0.120
N 1.235 -2.241 1.727
C -0.056 -2.108 1.301
N -0.925 -1.346 1.873
N -2.114 -1.373 1.286
C -2.161 -2.159 0.265
S -3.579 -2.390 -0.703
C -4.729 -1.304 0.191
C -4.391 0.189 0.202
O -4.902 0.903 1.031
N -3.563 0.580 -0.793
C -3.018 1.845 -1.037
C -3.360 2.963 -0.286
C -2.801 4.209 -0.554
C -1.901 4.295 -1.587
C -1.556 3.173 -2.342
C -2.097 1.939 -2.091
O -0.645 3.529 -3.301
C -0.430 4.915 -3.131
O -1.214 5.386 -2.058
S -0.648 -2.987 -0.094
H 4.937 -0.647 -0.370
H 3.493 -1.616 -0.668
H 5.063 -2.400 -0.525
H 3.639 -0.899 1.719
H 6.210 -2.544 1.762
H 5.449 -1.788 3.164
H 6.113 -0.787 1.873
H 3.439 -3.187 2.759
H 4.066 -3.891 1.254
H 1.500 -1.701 2.538
H -4.795 -1.645 1.224
H -5.696 -1.446 -0.294
H -3.232 -0.148 -1.416
H -4.065 2.856 0.520
H -3.065 5.075 0.029
H -1.822 1.080 -2.681
H -0.710 5.446 -4.055
H 0.636 5.098 -2.918
```